No. 1
{"formula": "C29H32BaN9O6Se", "method": "ωB97M-V/def2-TZVPD", "symbols": ["Ba", "O", "C", "O", "C", "C", "C", "C", "C", "N", "C", "O", "O", "H", "H", "H", "H", "N", "C", "O", "C", "C", "C", "N", "C", "C", "H", "H", "H", "H", "H", "H", "Se", "N", "C", "C", "C", "C", "C", "C", "N", "H", "H", "H", "H", "O", "N", "C", "C", "C", "C", "C", "H", "H", "H", "H", "H", "C", "N", "C", "C", "N", "N", "C", "C", "H", "H", "H", "H", "H", "H", "H", "H", "H", "H", "H", "H", "H"], "xyz": [[0.2471, -0.5985, -0.5066], [3.0053, -1.1018, -4.3345], [2.5356, -0.7928, -3.0650], [1.2822, -0.7536, -2.8778], [3.5032, -0.7176, -2.0772], [4.8778, -0.8039, -2.3517], [5.7414, -0.8116, -1.3054], [5.2472, -0.6230, -0.0141], [3.8540, -0.5024, 0.1436], [2.9994, -0.5584, -0.8413], [3.2853, -0.3260, 1.5207], [4.0846, -0.1990, 2.4512], [2.0023, -0.3764, 1.5768], [2.2972, -1.1303, -4.9687], [5.2828, -0.9576, -3.3121], [6.8041, -0.9663, -1.4778], [5.8174, -0.6595, 0.8950], [2.1127, -7.0652, 4.1329], [1.0871, -6.9765, 3.2598], [0.2395, -7.8594, 3.1487], [0.9648, -5.6817, 2.4645], [1.4372, -4.4331, 2.8949], [1.2361, -3.3459, 2.0617], [0.5874, -3.4110, 0.9168], [0.1143, -4.6039, 0.5256], [0.2822, -5.7599, 1.2429], [2.2141, -7.9406, 4.5858], [2.9339, -6.4817, 3.9585], [1.9881, -4.2893, 3.8262], [1.6170, -2.3463, 2.2805], [-0.3669, -4.6655, -0.4354], [-0.1544, -6.7347, 0.9702], [2.9209, 3.2886, -0.8249], [1.2342, 2.7369, -1.0835], [0.7141, 3.5867, -1.9702], [-0.6520, 3.5949, -2.3826], [-1.0679, 4.5210, -3.2973], [-0.1735, 5.4749, -3.8936], [1.1185, 5.5400, -3.4530], [1.5948, 4.6689, -2.4569], [2.8278, 4.6675, -1.9032], [-1.3851, 2.8680, -2.0662], [-2.0857, 4.5042, -3.6243], [-0.5454, 6.1109, -4.6845], [1.8086, 6.1616, -3.9245], [-1.8634, -1.6686, -1.3363], [-2.8550, -1.2528, -2.0984], [-2.6070, -1.0411, -3.4145], [-3.5744, -0.4100, -4.1554], [-4.7976, -0.0626, -3.5613], [-5.0586, -0.3811, -2.2272], [-4.0604, -1.0016, -1.5161], [-1.5704, -1.2951, -3.7075], [-3.3506, -0.1975, -5.1729], [-5.5427, 0.4474, -4.1517], [-5.9896, -0.0926, -1.7875], [-4.0727, -1.3604, -0.4848], [-2.9449, 3.3707, 1.4107], [-2.8421, 1.9842, 1.8157], [-3.4520, 1.0942, 0.8329], [-1.5639, 1.6191, 2.2956], [-0.8367, 0.8324, 1.6041], [-1.1701, 2.2079, 3.4632], [-2.1542, 2.6532, 4.4179], [0.1702, 1.9413, 3.9279], [-3.9768, 3.7401, 1.3731], [-2.4790, 3.5264, 0.4354], [-2.4013, 3.9761, 2.1579], [-4.5176, 1.3005, 0.7810], [-3.3349, 0.0388, 1.0659], [-3.0287, 1.2480, -0.1531], [0.0369, 0.5687, 2.0753], [-3.1271, 2.7625, 3.9674], [-1.8309, 3.5666, 4.9246], [-2.2330, 1.9064, 5.2281], [0.9017, 2.0272, 3.1450], [0.2989, 0.9878, 4.4248], [0.3583, 2.7134, 4.6960]], "atomic_forces_ev_per_a": [[1.6, 0.2, 0.6], [0.8, 0.2, 0.5], [-0.5, -0.7, -1.6], [-0.5, 0.2, -0.2], [-0.2, 0.3, -1.3], [0.6, -0.3, 0.7], [0.6, 0.1, 0.4], [-1.0, -0.1, 0.5], [1.5, 0.0, 0.4], [-0.5, 0.2, 0.4], [-0.1, -0.2, 0.6], [-0.6, 0.1, 0.1], [-0.3, 0.3, 0.2], [-0.7, 0.1, 0.0], [-0.1, -0.1, -1.1], [-0.1, 0.1, 0.0], [0.3, 0.1, 0.0], [0.7, 1.3, -0.6], [-1.3, -0.2, -0.3], [0.7, 0.7, 0.0], [0.0, 0.1, 0.2], [0.2, -1.0, -0.1], [0.3, 0.8, 0.4], [-0.6, -0.3, -1.0], [0.2, 0.1, -0.2], [-0.1, -0.7, 1.0], [0.3, -0.6, 0.4], [-0.5, -0.5, 0.4], [-0.2, -0.1, -0.2], [0.0, -0.2, 0.3], [-0.3, 0.3, -0.2], [0.3, 0.7, -0.1], [-0.5, -0.4, 0.1], [0.4, 0.5, -0.4], [0.4, 0.6, 0.4], [-0.3, 0.3, -0.9], [0.7, -0.1, 0.1], [0.3, -0.6, 0.8], [-1.1, -0.3, -0.4], [0.4, -1.7, 1.5], [-1.1, 0.1, -0.9], [0.2, -0.2, 0.4], [-0.5, 0.0, -0.1], [0.1, 0.1, 0.0], [1.0, 1.2, -0.6], [-1.4, -0.3, -0.6], [0.4, -0.2, 0.4], [0.5, 0.2, 0.8], [-0.7, -0.1, 0.6], [0.4, -0.2, -0.2], [0.7, 0.1, -1.0], [0.7, -0.6, 0.2], [-0.8, 0.2, 0.0], [-0.1, 0.2, -0.6], [-0.1, 0.0, 0.0], [-0.3, -0.1, 0.3], [-0.2, 0.4, -0.4], [0.4, 0.7, 0.7], [-0.4, -0.6, 0.1], [0.3, 0.1, 0.4], [-0.2, 0.3, -0.2], [0.3, -0.6, -0.1], [-0.4, -0.1, -0.9], [0.4, -0.5, 1.2], [-0.2, 1.1, 1.3], [0.1, -0.3, 0.0], [0.1, 0.1, -0.2], [-0.3, -0.1, -0.5], [-0.2, 0.2, 0.0], [0.2, 0.1, 0.4], [0.2, 0.1, -0.5], [-0.2, 0.1, 0.0], [-0.1, 0.1, -0.1], [-0.1, 0.2, -0.3], [-0.2, 0.1, -0.2], [0.3, 0.1, -0.4], [-0.1, -0.5, 0.0], [0.3, -0.3, -0.4]], "charge": 0, "e_tot_ev": -122328.6939, "max_force_ev_per_a": 2.29, "mol_weight_g_mol": 818.9, "spin_multiplicity": 2, "homo_energy_ha": [-0.161, -0.286]}

=====

No. 2
{"formula": "C29H32BrFeN7", "method": "ωB97M-V/def2-TZVPD", "symbols": ["Fe", "C", "C", "C", "C", "C", "C", "C", "N", "N", "C", "C", "C", "C", "C", "C", "N", "C", "C", "C", "C", "C", "C", "N", "H", "H", "H", "H", "H", "H", "H", "H", "H", "H", "H", "H", "H", "H", "H", "H", "H", "H", "H", "H", "C", "C", "C", "C", "C", "Br", "N", "C", "H", "H", "H", "H", "H", "H", "C", "C", "N", "C", "C", "N", "H", "H", "H", "H", "H", "H"], "xyz": [[0.2660, -0.1488, 0.2481], [3.3270, 0.8587, 0.4676], [3.1412, 1.9146, -0.5982], [1.8483, 2.6573, -0.4301], [1.7869, 3.9855, -0.8519], [0.6341, 4.7167, -0.6538], [-0.4305, 4.1035, -0.0074], [-0.3051, 2.7773, 0.3581], [0.7940, 2.0456, 0.1302], [2.6603, -0.3993, 0.1380], [3.0052, -0.9150, -1.1967], [2.0889, -0.3900, -2.2620], [2.4709, -0.3328, -3.5943], [1.5697, 0.1321, -4.5380], [0.3049, 0.5422, -4.1311], [-0.0020, 0.4559, -2.7897], [0.8691, -0.0092, -1.8830], [2.9307, -1.3845, 1.1910], [2.1260, -2.6255, 0.9698], [2.5204, -3.8570, 1.4691], [1.7726, -4.9771, 1.1412], [0.6810, -4.8339, 0.2934], [0.3383, -3.5652, -0.1370], [1.0280, -2.4789, 0.2236], [4.3977, 0.6947, 0.6344], [2.8996, 1.2167, 1.4060], [3.9713, 2.6172, -0.5385], [3.1709, 1.5020, -1.6069], [2.6587, 4.4266, -1.3163], [0.5728, 5.7490, -0.9720], [-1.3419, 4.6379, 0.2183], [-1.1190, 2.3077, 0.8862], [4.0428, -0.6849, -1.4530], [2.9099, -2.0003, -1.1945], [3.4621, -0.6517, -3.8886], [1.8474, 0.1792, -5.5826], [-0.4206, 0.9186, -4.8373], [-0.9684, 0.7693, -2.4120], [3.9974, -1.6309, 1.2303], [2.6690, -0.9443, 2.1577], [3.4077, -3.9346, 2.0836], [2.0574, -5.9533, 1.5108], [0.1030, -5.6874, -0.0309], [-0.4976, -3.4102, -0.8073], [-4.8330, 3.0951, 0.0645], [-3.7182, 2.4503, 0.8223], [-3.5655, 2.6073, 2.1988], [-2.4840, 2.0379, 2.8596], [-1.6027, 1.3151, 2.0925], [0.0036, 0.5730, 2.8356], [-1.7220, 1.1157, 0.7890], [-2.7645, 1.6681, 0.1688], [-5.5211, 3.6016, 0.7364], [-5.3954, 2.3630, -0.5157], [-4.4460, 3.8317, -0.6415], [-4.2852, 3.1853, 2.7645], [-2.3311, 2.1681, 3.9219], [-2.8442, 1.4869, -0.8965], [-1.3802, -2.7341, 2.7840], [-1.9811, -2.4255, 1.4622], [-1.5483, -1.5619, 0.5553], [-2.4245, -1.6185, -0.5093], [-3.4028, -2.5218, -0.2366], [-3.1045, -3.0154, 1.0058], [-0.3220, -2.4837, 2.8039], [-1.5005, -3.7913, 3.0185], [-1.8810, -2.1739, 3.5769], [-2.2928, -1.0154, -1.3926], [-4.2500, -2.8467, -0.8147], [-3.6491, -3.7046, 1.5024]], "atomic_forces_ev_per_a": [[0.7, -0.8, -1.1], [0.3, 0.3, 0.0], [-0.2, 0.1, 0.1], [0.4, 0.4, -0.5], [0.0, -0.4, 0.2], [-0.2, 0.2, -0.1], [0.5, 0.0, -0.2], [1.4, 3.3, -0.2], [-0.5, -0.4, 0.0], [-1.1, -0.2, 0.4], [0.1, -0.1, -0.2], [0.0, -0.2, -0.2], [0.0, 0.0, 0.0], [0.0, 0.0, 0.0], [0.0, 0.0, 0.2], [-0.1, 0.1, -0.2], [-0.9, -0.2, 1.0], [0.1, -0.1, 0.3], [0.0, -0.4, 0.0], [0.0, 0.0, -0.1], [0.0, 0.0, 0.0], [0.0, 0.1, 0.0], [-0.1, -0.2, -0.1], [-0.1, 0.8, 0.2], [-0.1, -0.2, 0.0], [0.1, 0.0, 0.1], [-0.1, 0.1, 0.0], [0.2, 0.0, 0.0], [0.0, 0.0, 0.0], [0.0, 0.0, 0.0], [0.0, 0.0, 0.0], [3.2, 4.0, -1.2], [0.0, 0.0, 0.1], [0.1, 0.0, 0.0], [0.0, 0.0, 0.0], [0.0, 0.0, 0.0], [0.0, 0.0, 0.0], [0.0, 0.0, 0.0], [0.0, 0.0, 0.0], [0.1, 0.1, 0.0], [0.0, 0.0, 0.0], [0.0, 0.0, 0.0], [0.0, 0.0, 0.0], [0.0, 0.0, 0.1], [-0.1, 0.0, -0.1], [0.2, -0.1, 0.0], [0.0, 0.1, -0.1], [0.3, -0.2, 0.1], [-1.1, -1.7, 1.4], [-0.2, -0.1, 0.1], [-2.8, -4.5, 0.5], [-1.1, -0.8, -0.1], [0.0, 0.0, 0.0], [0.0, 0.0, 0.0], [0.0, 0.0, 0.0], [0.0, 0.0, 0.0], [0.0, 0.0, 0.0], [0.1, 0.1, 0.0], [-0.1, 0.0, 0.1], [0.0, 0.0, 0.1], [0.6, 0.7, -0.2], [-0.3, -0.1, 0.0], [0.1, 0.2, -0.2], [0.1, 0.1, 0.0], [0.0, -0.1, 0.0], [0.1, 0.0, 0.0], [0.0, 0.0, 0.0], [-0.1, -0.1, 0.0], [0.0, 0.0, 0.0], [0.0, 0.0, 0.1]], "charge": 3, "e_tot_ev": -145426.9345, "max_force_ev_per_a": 5.31, "mol_weight_g_mol": 614.4, "spin_multiplicity": 6, "homo_energy_ha": [-0.635, -0.634]}

=====

No. 3
{"formula": "C29H32Cl2F5N7O5Sc", "method": "ωB97M-V/def2-TZVPD", "symbols": ["Sc", "N", "C", "C", "C", "N", "C", "C", "N", "C", "H", "H", "H", "H", "H", "H", "H", "H", "H", "H", "H", "H", "H", "H", "H", "H", "N", "N", "C", "O", "O", "H", "H", "H", "Cl", "C", "C", "C", "C", "C", "Cl", "C", "N", "C", "C", "C", "C", "C", "C", "C", "C", "O", "O", "H", "H", "H", "H", "H", "H", "H", "H", "H", "H", "F", "C", "C", "F", "C", "F", "C", "O", "C", "F", "C", "F", "C", "C", "N", "H", "H", "H"], "xyz": [[1.3835, 0.5287, 0.9128], [-2.6624, -3.7401, 0.2075], [-1.7482, -2.9140, 1.1182], [-1.5832, -1.5644, 0.4507], [-2.9124, -0.8167, 0.3263], [-2.6666, 0.6125, 0.2028], [-3.8491, -1.1013, 1.5233], [-3.0951, -1.5162, 2.7833], [-2.1255, -0.4842, 3.1283], [-2.3394, -2.8335, 2.5285], [-2.3198, -3.7023, -0.7586], [-3.6000, -3.3350, 0.2150], [-2.7266, -4.7114, 0.5103], [-0.8038, -3.4562, 1.1186], [-1.1302, -1.6930, -0.5318], [-0.8575, -1.0348, 1.0532], [-3.4057, -1.2013, -0.5842], [-3.4452, 1.0635, -0.2632], [-1.8314, 0.7814, -0.3508], [-4.5833, -1.8839, 1.2858], [-4.4407, -0.2047, 1.7151], [-3.8248, -1.7013, 3.5808], [-1.7561, -0.6114, 4.0618], [-2.5132, 0.4457, 3.0366], [-3.0017, -3.6868, 2.7133], [-1.5208, -2.9158, 3.2441], [5.4076, -0.2215, 1.0348], [5.0415, -0.0582, -0.3029], [3.7575, -0.2468, -0.7504], [3.5011, -0.1943, -1.9378], [2.8637, -0.4612, 0.1998], [5.9642, 0.5686, 1.3323], [5.9416, -1.0728, 1.1606], [5.7467, -0.0457, -1.0228], [-1.4863, 1.8103, -5.3117], [-2.2207, 0.5743, -4.3401], [-3.5930, 0.6547, -4.1681], [-4.3013, -0.3568, -3.5434], [-3.6120, -1.4822, -3.1236], [-2.2405, -1.5352, -3.2578], [-1.4405, -3.0328, -2.7996], [-1.4622, -0.4956, -3.8186], [-0.1065, -0.6160, -3.8586], [0.9222, 0.2821, -4.2854], [1.7686, -0.1777, -5.2843], [2.8643, 0.5672, -5.6853], [3.1129, 1.7912, -5.0889], [2.2645, 2.2535, -4.0969], [1.1676, 1.5128, -3.6766], [0.3004, 2.0864, -2.5740], [0.7237, 1.5533, -1.2386], [1.5942, 2.1236, -0.5324], [0.1618, 0.4841, -0.7896], [-4.1073, 1.5141, -4.5757], [-5.3753, -0.2959, -3.4409], [-4.1372, -2.3353, -2.7148], [0.2493, -1.4883, -3.5032], [1.5538, -1.1322, -5.7481], [3.5148, 0.1927, -6.4641], [3.9655, 2.3840, -5.3914], [2.4590, 3.2088, -3.6245], [-0.7520, 1.8437, -2.7135], [0.4228, 3.1679, -2.5633], [4.1683, 0.9474, 6.9872], [3.4279, 0.6068, 5.9334], [3.6206, 1.2243, 4.7088], [4.5418, 2.1738, 4.5614], [2.8303, 0.8430, 3.6475], [2.9799, 1.4616, 2.4328], [1.8573, -0.1537, 3.7072], [1.1618, -0.4751, 2.6388], [1.6696, -0.7257, 4.9671], [0.7166, -1.6581, 5.1255], [2.4448, -0.3642, 6.0537], [2.2422, -0.9479, 7.2325], [0.1867, 4.6855, 3.0797], [0.2498, 3.3606, 2.4884], [0.3016, 2.3158, 2.0247], [-0.5064, 5.3081, 2.5175], [1.1776, 5.1364, 3.0520], [-0.1459, 4.6130, 4.1135]], "atomic_forces_ev_per_a": [[0.4, -0.1, 0.1], [-0.1, 0.0, 0.3], [0.0, 0.0, 0.0], [0.2, -0.3, -0.2], [-0.1, -0.1, 0.0], [0.0, 0.1, 0.0], [0.0, 0.0, 0.0], [0.0, 0.0, 0.0], [-0.1, -0.1, 0.0], [-0.1, 0.0, 0.0], [0.1, 0.0, -0.2], [0.0, 0.0, 0.0], [0.0, 0.0, 0.0], [0.0, 0.0, 0.0], [0.0, 0.1, 0.0], [-0.2, 0.3, 0.3], [0.0, 0.1, 0.1], [0.0, 0.0, 0.0], [-0.1, -0.1, 0.0], [0.0, 0.0, 0.0], [0.0, 0.0, 0.0], [0.0, 0.0, 0.0], [0.0, 0.0, 0.0], [0.0, 0.0, 0.0], [0.0, 0.0, 0.0], [0.0, 0.0, 0.0], [0.0, 0.0, 0.0], [0.0, 0.0, 0.0], [0.0, 0.0, 0.0], [-0.1, -0.1, 0.0], [0.0, 0.1, -0.1], [0.0, 0.0, 0.0], [0.0, 0.0, 0.0], [0.0, 0.0, 0.0], [-0.1, 0.0, -0.1], [-0.1, 0.0, 0.0], [0.0, 0.0, 0.0], [0.0, 0.0, 0.0], [0.0, 0.0, -0.1], [0.0, 0.1, 0.0], [0.1, 0.0, -0.1], [0.0, 0.0, 0.0], [0.0, 0.0, 0.0], [0.1, 0.0, 0.0], [0.0, 0.0, 0.0], [0.0, 0.0, 0.0], [0.0, 0.0, 0.0], [0.0, 0.0, 0.0], [0.0, 0.0, 0.0], [0.1, -0.1, 0.0], [0.0, 0.0, 0.1], [0.0, 0.1, -0.1], [-0.1, 0.1, 0.0], [0.0, 0.0, 0.0], [0.0, 0.0, 0.0], [0.0, 0.0, 0.0], [0.0, 0.0, 0.0], [0.0, 0.0, 0.0], [0.0, 0.0, 0.0], [0.0, 0.0, 0.0], [0.0, 0.0, 0.0], [0.0, 0.0, 0.0], [0.0, 0.0, 0.0], [0.0, 0.0, 0.0], [0.0, 0.0, 0.0], [-0.1, 0.0, 0.0], [0.0, 0.0, 0.0], [0.0, 0.0, -0.1], [0.0, 0.0, 0.0], [-0.1, 0.1, 0.1], [-0.1, 0.0, -0.1], [0.0, -0.1, -0.1], [0.0, 0.0, 0.0], [0.0, 0.0, 0.0], [0.0, 0.0, 0.0], [0.0, 0.0, 0.0], [-0.1, 0.0, 0.0], [0.1, 0.0, -0.1], [0.0, 0.0, 0.0], [0.0, 0.0, 0.0], [0.0, 0.0, 0.0]], "charge": 1, "e_tot_ev": -110592.6948, "max_force_ev_per_a": 0.46, "mol_weight_g_mol": 769.5, "homo_energy_ha": -0.376}